# 1
{
  "formula": "C4H9N3S",
  "method": "ωB97M-V with the def2-TZVPD basis set",
  "elements": ["C", "C", "C", "C", "H", "H", "H", "H", "H", "H", "H", "H", "H", "N", "N", "N", "S"],
  "coordinates": [[-0.232222, 0.347759, -0.660631], [0.105030, 1.628563, -1.397564], [0.833838, -0.601553, 1.375625], [-0.601157, -0.357067, 1.709623], [-0.447094, -2.214766, -0.242410], [-1.444214, -2.408491, -1.518338], [-0.176334, 1.483903, -2.428302], [-0.455747, 2.458927, -0.973466], [1.879729, 2.116292, 0.005780], [1.079115, -1.505959, 0.837970], [1.631402, -0.255851, 2.031482], [-0.811811, 0.205213, 2.613817], [-1.333452, -1.069248, 1.370441], [-1.193544, -1.783288, -0.757310], [-0.784927, -0.577371, -1.344491], [0.087855, 0.453982, 0.712975], [1.863536, 2.078956, -1.335200]],
  "atomic_forces_ev_per_a": [[-0.12, 0.10, -0.62], [-0.20, -0.39, 0.20], [-0.01, -0.06, 0.48], [0.51, 0.19, 0.37], [0.24, -0.24, 0.27], [0.07, 0.23, 0.16], [0.02, 0.13, -0.35], [-0.13, -0.04, 0.00], [0.13, 0.07, -0.03], [0.04, -0.01, -0.19], [-0.22, -0.05, -0.08], [-0.15, -0.17, -0.09], [-0.10, -0.01, 0.10], [-0.11, 0.19, -0.41], [0.07, 0.32, 0.08], [0.02, -0.06, -0.01], [-0.05, -0.20, 0.11]],
  "mulliken_charge": [0.589, -0.608, -0.420, -0.317, 0.133, 0.305, 0.373, 0.247, 0.125, 0.153, 0.228, 0.238, 0.335, -0.489, -0.394, -0.262, -0.235],
  "total_charge": 0,
  "lumo_ev": 0.90,
  "homo_lumo_gap_ev": 9.8,
  "homo_ev": -8.9,
  "smiles": "N/N=C(/CS)N1CC1",
  "e_above_lowest_kj_mol": 258.1
}

# 2
{
  "formula": "C4H9N3S",
  "method": "ωB97M-V with the def2-TZVPD basis set",
  "elements": ["C", "C", "C", "C", "H", "H", "H", "H", "H", "H", "H", "H", "H", "N", "N", "N", "S"],
  "coordinates": [[0.583800, -1.093968, -1.209586], [-1.639099, -1.007826, -0.373079], [-0.699234, -0.344405, 0.721512], [-1.050998, 0.963805, 1.348439], [1.992548, -0.182294, 0.036274], [2.559841, -1.345448, -1.091364], [-0.440105, -1.695673, -2.628789], [-2.563698, -0.506233, -0.715299], [-1.657322, -2.084741, -0.482119], [-0.092887, -0.944380, 1.355303], [-1.842179, 1.498338, 0.700284], [-1.504362, 0.904797, 2.310855], [0.662011, 1.858880, 0.071082], [1.780546, -1.036850, -0.540857], [0.505254, -1.838494, -2.256326], [-0.404649, -0.333687, -0.721325], [0.409456, 2.115896, 1.384350]],
  "atomic_forces_ev_per_a": [[2.49, -1.69, -1.79], [0.26, 1.21, 1.03], [-1.70, -0.30, -1.77], [-0.99, 1.97, -2.41], [-0.53, -1.41, -0.93], [0.11, -0.13, -0.13], [0.28, -0.42, -0.08], [0.62, -0.18, 0.52], [0.18, -0.05, 0.18], [0.37, -0.94, 0.10], [1.18, -0.85, 0.88], [0.07, -0.29, 0.87], [-0.02, 0.31, 0.46], [0.67, 1.58, 1.46], [-0.70, 0.62, 0.27], [-1.93, 1.36, 1.73], [-0.38, -0.80, -0.39]],
  "mulliken_charge": [0.536, -0.618, -0.026, -0.839, 0.201, 0.301, 0.248, 0.239, 0.377, 0.392, 0.263, 0.464, 0.136, -0.425, -0.779, -0.234, -0.237],
  "total_charge": 0,
  "lumo_ev": 0.81,
  "homo_lumo_gap_ev": 9.7,
  "homo_ev": -8.9,
  "smiles": "[H]/N=C(/N)N1C[C@@H]1CS",
  "e_above_lowest_kj_mol": 133.8
}

# 3
{
  "formula": "C4H9N3S",
  "method": "ωB97M-V with the def2-TZVPD basis set",
  "elements": ["C", "C", "C", "C", "N", "N", "N", "S", "H", "H", "H", "H", "H", "H", "H", "H", "H"],
  "coordinates": [[-1.250512, 0.447972, -0.810976], [-2.904046, 0.619721, 0.896807], [-0.006504, -1.218243, 0.571427], [2.115095, 0.019220, -0.569579], [-1.885367, 1.098976, 0.255859], [-0.597503, -0.656186, -0.659751], [3.248726, 0.651831, -0.745415], [1.389143, -0.116462, 0.995775], [-3.675366, 1.028515, 1.540143], [-3.174182, -0.526613, 0.901940], [-0.763588, -1.476213, 1.290311], [0.426932, -2.168953, 0.497499], [1.932330, -0.616666, -1.316990], [-1.687165, 2.085738, 0.323602], [-0.547999, -1.187654, -1.532818], [3.815146, 0.658770, -1.521035], [3.564865, 1.356252, -0.116799]],
  "atomic_forces_ev_per_a": [[-0.69, -0.23, -1.69], [-0.58, -3.62, 0.45], [-0.24, 0.71, -0.72], [3.05, 1.49, 3.23], [-0.72, -0.52, 1.74], [-0.61, -0.61, 0.27], [-2.68, 0.53, 2.44], [0.02, 0.68, 0.06], [0.60, 1.57, -0.20], [1.10, 2.13, -0.85], [-0.14, 1.12, 1.07], [0.65, -1.47, -1.27], [-1.48, -2.39, -2.91], [-0.14, 0.64, -0.11], [0.57, 0.17, 0.23], [1.07, -0.63, -2.86], [0.22, 0.44, 1.13]],
  "mulliken_charge": [-0.199, -0.128, -0.632, 0.072, 0.122, -0.090, -0.211, 0.055, 0.327, 0.244, 0.429, 0.433, 0.455, 0.306, 0.321, 0.262, 0.235],
  "total_charge": 2,
  "lumo_ev": [-8.91, -8.91],
  "homo_lumo_gap_ev": [8.4, 8.4],
  "homo_ev": [-17.3, -17.3],
  "e_above_lowest_kj_mol": 307.0
}

# 4
{
  "formula": "C4H9N4",
  "method": "ωB97M-V with the def2-TZVPD basis set",
  "elements": ["C", "C", "C", "C", "N", "N", "N", "N", "H", "H", "H", "H", "H", "H", "H", "H", "H"],
  "coordinates": [[-0.756538, -3.180099, -0.328055], [-0.026233, -2.104352, -0.870368], [0.921475, 1.741584, 1.222061], [0.085852, 2.095689, -0.986948], [-1.514703, -2.658290, 0.597839], [-1.121252, -1.402380, 0.709044], [-0.196626, -1.009145, -0.143146], [-0.030997, 1.560547, 0.292824], [-0.746351, -4.172360, -0.450967], [0.603704, -2.040717, -1.823057], [0.621505, 2.692554, 1.746054], [0.879886, 0.974920, 1.971487], [1.918218, 1.988905, 0.732943], [0.740388, 3.037783, -1.091948], [0.795672, 1.263214, -1.359223], [-0.713454, 2.167748, -1.719604], [-1.460547, -0.955601, 1.501064]],
  "atomic_forces_ev_per_a": [[0.00, 4.02, -0.23], [2.31, -0.13, -2.33], [2.44, 0.97, -0.50], [2.61, 0.60, -0.35], [0.24, 0.15, 1.58], [-0.60, -1.54, -0.68], [-0.47, -0.25, -0.24], [-2.88, 0.33, -1.73], [-0.11, -3.37, -1.13], [-0.82, -0.35, 1.82], [-0.19, -0.23, -0.30], [0.26, -0.37, 0.42], [-0.67, -0.27, 1.01], [-0.47, -1.28, 0.52], [-0.51, 0.66, 0.10], [-0.72, -0.55, 0.81], [-0.44, 1.61, 1.23]],
  "mulliken_charge": [-0.359, -0.196, -0.652, -0.606, -0.650, 0.390, -0.201, 0.098, 0.485, 0.331, 0.404, 0.291, 0.373, 0.354, 0.373, 0.322, 0.244],
  "total_charge": 1,
  "lumo_ev": -7.75,
  "homo_lumo_gap_ev": 5.8,
  "homo_ev": -13.6,
  "e_above_lowest_kj_mol": 577.4
}

# 5
{
  "formula": "C4H9N4",
  "method": "ωB97M-V with the def2-TZVPD basis set",
  "elements": ["C", "C", "C", "C", "N", "N", "N", "N", "H", "H", "H", "H", "H", "H", "H", "H", "H"],
  "coordinates": [[-0.374300, -1.212136, 0.235879], [-1.619209, -0.565310, 0.095544], [-0.233940, 1.414155, -0.253345], [2.845418, 0.285305, 0.181785], [0.700750, -0.419983, 0.106383], [1.902811, -0.773849, 0.300630], [-1.427149, 0.849479, 0.153765], [-2.838166, -1.151581, 0.200382], [-0.453863, -2.326371, 0.394912], [0.019193, 2.294859, 0.252254], [-0.195701, 1.366917, -1.351985], [2.721982, 0.693213, -0.861004], [2.498894, 1.070600, 0.904075], [3.826307, 0.013909, 0.582980], [-1.983460, 1.328896, 0.879784], [-3.243656, -2.155224, 0.101194], [-3.487106, -0.384219, 0.103706]],
  "atomic_forces_ev_per_a": [[-2.99, -1.51, -0.77], [2.97, -1.22, 0.86], [-2.01, -3.74, -1.52], [-0.68, 2.04, 0.86], [2.69, 0.83, 1.25], [-2.99, -0.57, -1.17], [-1.95, 0.23, 0.57], [-0.68, 0.76, -0.46], [1.03, 1.46, -0.06], [0.87, 0.99, 0.74], [1.06, 0.03, 0.59], [0.97, -0.33, 0.96], [0.31, -0.12, -0.68], [-0.11, -0.24, -0.97], [0.68, -0.42, -0.40], [1.85, 2.52, 0.18], [-1.01, -0.70, 0.01]],
  "mulliken_charge": [-0.217, 0.287, -0.259, -0.616, 0.553, -0.800, -0.206, -0.420, 0.305, 0.425, 0.266, 0.280, 0.259, 0.310, 0.294, 0.292, 0.245],
  "total_charge": 1,
  "lumo_ev": [-4.76, -4.76],
  "homo_lumo_gap_ev": [7.8, 7.8],
  "homo_ev": [-12.6, -12.6],
  "smiles": "C=[NH+]/C(N)=C\\N=N\\C",
  "e_above_lowest_kj_mol": 394.0
}

# 6
{
  "formula": "C4H9N4",
  "method": "ωB97M-V with the def2-TZVPD basis set",
  "elements": ["C", "C", "C", "C", "N", "N", "N", "N", "H", "H", "H", "H", "H", "H", "H", "H", "H"],
  "coordinates": [[-0.655872, 1.271316, -0.366065], [-1.052221, -0.149446, -0.846918], [0.734653, 1.027328, 0.221745], [0.208929, -0.957640, -0.531103], [2.504234, -0.193656, -0.959781], [1.565407, 0.841189, -0.928536], [1.210206, -0.437480, -1.431768], [0.554322, -0.363826, 0.823584], [-0.574177, 1.969713, -1.196322], [-1.351118, 1.679245, 0.362751], [-1.917412, -0.537220, -0.313039], [-1.263831, -0.184216, -1.913518], [1.130960, 1.770892, 1.071616], [0.135773, -2.042878, -0.549521], [2.783816, -0.623213, -0.072297], [1.387511, -0.739941, 1.290711], [-0.231644, -0.393753, 1.477219]],
  "atomic_forces_ev_per_a": [[-0.06, 0.07, 0.05], [-0.06, -0.07, -0.11], [0.42, 2.06, 2.92], [-0.57, -0.45, 0.08], [2.07, -0.72, 0.39], [0.03, 1.95, -0.08], [-0.98, -1.16, -1.35], [0.29, -0.21, 0.15], [0.05, 0.03, 0.10], [0.01, 0.01, 0.06], [-0.01, -0.08, 0.01], [0.06, -0.06, 0.05], [-0.74, -1.57, -2.26], [0.08, 0.09, 0.12], [-0.42, 0.07, 0.12], [-0.31, 0.08, -0.16], [0.13, -0.03, -0.10]],
  "mulliken_charge": [-0.762, -0.734, 0.221, 0.061, -0.411, -0.106, -0.049, -0.333, 0.363, 0.334, 0.344, 0.352, 0.419, 0.478, 0.253, 0.263, 0.308],
  "total_charge": 1,
  "lumo_ev": -3.82,
  "homo_lumo_gap_ev": 10.8,
  "homo_ev": -14.6,
  "smiles": "C1C[C@H]2[NH2+][C@@H]1n1[nH]n12",
  "e_above_lowest_kj_mol": 449.7
}

The calculation returns the following largest force on an atom values, one per record and in order: 0.0129 0.0681 0.0911 0.0783 0.0877 0.0700 hartree/bohr.
The calculation returns the following E_tot values, one per record and in order: -19596.96105 -19598.24911 -19578.00569 -10242.01356 -10243.91527 -10243.33794 eV.